{
  "formula": "C4H11NS",
  "method": "ωB97M-V/def2-TZVPD",
  "symbols": ["C", "C", "N", "H", "H", "H", "H", "H", "C", "C", "S", "H", "H", "H", "H", "H", "H"],
  "positions_angstrom": [[-1.611846, -3.908106, -3.177523], [-2.342306, -2.957264, -2.593159], [-1.997868, -1.635433, -2.378358], [-2.122048, -4.839917, -3.369198], [-0.563064, -3.798422, -3.405883], [-3.335608, -3.217024, -2.256588], [-1.079682, -1.349222, -2.168059], [-2.711722, -1.008642, -2.069285], [2.370762, 2.882058, 1.615101], [1.865061, 2.428788, 2.977557], [0.361476, 1.319656, 2.734179], [2.344370, 2.005601, 0.968202], [1.754250, 3.655173, 1.160265], [3.401271, 3.234864, 1.627232], [2.563318, 1.740887, 3.446921], [1.631276, 3.218787, 3.682015], [-0.527641, 2.228216, 3.206581]],
  "forces_ev_per_angstrom": [[-0.325, 0.027, 0.460], [0.266, 0.087, -0.253], [-0.885, -0.184, -0.042], [0.335, -0.221, 0.128], [0.011, 0.072, -0.316], [-0.295, 0.148, -0.262], [0.977, 0.074, 0.041], [-0.082, -0.001, 0.249], [0.071, -0.216, -0.006], [-0.500, -0.980, -0.456], [0.119, 1.157, 0.561], [0.062, 0.117, -0.206], [-0.133, -0.027, 0.088], [0.061, 0.099, 0.230], [0.251, 0.203, 0.053], [-0.084, 0.063, -0.032], [0.151, -0.419, -0.237]],
  "e_above_lowest_kj_mol": 108.3,
  "e_homo_ev": -8.104,
  "e_lumo_ev": 0.79,
  "smiles": "C=CN.CCS"
}

{
  "formula": "C4H11NS",
  "method": "ωB97M-V/def2-TZVPD",
  "symbols": ["C", "C", "C", "N", "H", "H", "H", "H", "H", "H", "H", "C", "S", "H", "H", "H", "H"],
  "positions_angstrom": [[0.685633, -1.023954, 2.286888], [0.503251, 0.151213, 1.630129], [-0.613669, 1.167137, 1.880471], [1.343945, 0.501923, 0.568845], [1.563924, -1.624022, 2.044369], [-0.039747, -1.439870, 2.992081], [-1.424037, 0.663613, 2.402733], [-0.234553, 2.021169, 2.439104], [-0.961154, 1.529833, 0.904211], [1.508621, 1.519885, 0.491537], [2.231581, -0.007800, 0.618063], [-1.355174, -0.925141, -1.332972], [-0.207668, 0.065744, -2.358674], [-1.233663, -0.672480, -0.261963], [-2.360363, -0.599142, -1.675941], [-1.267886, -2.016867, -1.494930], [0.812098, -0.155213, -1.489494]],
  "forces_ev_per_angstrom": [[-0.445, 0.854, -0.465], [-0.292, -0.692, 0.769], [0.560, -1.014, -0.619], [1.002, 0.747, 0.343], [-0.281, 0.019, 0.082], [0.346, 0.394, -0.215], [-0.062, 0.289, 0.123], [-0.048, -0.024, 0.159], [-0.099, -0.044, 0.233], [-0.119, -0.938, -0.002], [-0.396, 0.395, -0.163], [-0.767, 0.209, -0.196], [0.243, -0.619, 0.649], [-0.067, -0.208, -0.669], [0.499, -0.359, 0.416], [0.114, 0.674, 0.090], [-0.187, 0.316, -0.535]],
  "e_above_lowest_kj_mol": 74.8,
  "e_homo_ev": -8.312,
  "e_lumo_ev": 0.86,
  "smiles": "C=C(C)N.CS"
}